This record from the OMol25 dataset describes a gas-phase ion, C5H10IN3S (charge +2). The level of theory is ωB97M-V/def2-TZVPD.

Computed properties:
LUMO level (alpha / beta) (eV): -8.3719 / -8.3717
HOMO energy (alpha / beta) (eV): -15.20 / -15.20
Total charge: +2
Frontier orbital gap (alpha / beta) (eV): 6.82 / 6.82

Each atom is followed by the atoms it is bonded to, with distances in Å.
CARTESIAN COORDINATES (ANGSTROEM)
1 C -0.913 0.517 0.467  C5 1.469, S9 1.666
2 C -0.215 -2.798 -0.671  N6 1.385, I10 2.044
3 C 0.876 -1.250 0.410  N6 1.322, N7 1.299, S9 1.774
4 C 2.366 -2.930 -0.685  N6 1.493, H11 1.072, H12 1.078, H13 1.006
5 C -2.206 1.183 0.672  C1 1.469, N8 1.465, H14 1.071, H15 1.105
6 N 1.045 -2.338 -0.321  C2 1.385, C3 1.322, C4 1.493
7 N 1.804 -0.376 0.661  C3 1.299, H16 0.956, H17 1.050
8 N -2.176 2.498 0.028  C5 1.465, H18 1.045, H19 1.077, H20 1.115
9 S -0.760 -1.032 1.061  C1 1.666, C3 1.774
10 I -0.567 -4.517 -1.720  C2 2.044
11 H 3.090 -2.637 0.048  C4 1.072
12 H 2.251 -3.998 -0.786  C4 1.078
13 H 2.647 -2.589 -1.589  C4 1.006
14 H -2.872 0.579 0.090  C5 1.071
15 H -2.675 1.284 1.667  C5 1.105
16 H 2.580 -0.249 0.116  N7 0.956
17 H 1.504 0.416 1.282  N7 1.050
18 H -3.197 2.655 -0.125  N8 1.045
19 H -1.827 2.456 -0.989  N8 1.077
20 H -1.417 3.238 0.374  N8 1.115

Results of the Mulliken charge analysis, in e, for atoms 1 through 4: number 1, C, carries -0.594; number 2, C, carries -0.463; number 3, C, carries 0.933; number 4, C, carries -1.013